# C36H31AsN13ORuS2Se

C36H31AsN13ORuS2Se as an isolated structure (ωB97M-V/def2-TZVPD, the OMol25 dataset).

XYZ file:
```
86
Properties=species:S:1:pos:R:3:forces:R:3:lowdin_charge:R:1
Ru -0.25655 -0.58485 0.97830 0.232 0.616 -0.481 0.994
N 1.12605 0.23685 4.35320 0.604 0.131 0.461 0.139
C 0.08565 -0.61395 4.15020 -1.259 -0.642 -0.631 -0.436
N -0.47035 -1.38205 5.08090 1.290 0.983 0.377 0.027
N -1.44885 -2.01585 4.46650 -0.793 -0.728 -0.132 -0.085
N -1.51795 -1.67215 3.23790 -0.770 -0.736 -0.007 -0.139
N -0.56745 -0.78025 2.97060 0.345 0.346 1.255 -0.163
C 1.58755 1.04035 3.35270 0.046 0.654 -1.295 -0.483
N 2.62675 1.87035 3.39580 -0.148 -0.610 1.299 0.032
N 2.69335 2.39915 2.18940 0.625 0.762 -0.725 -0.082
N 1.76765 1.93705 1.43120 0.316 -0.108 -0.452 -0.139
N 1.03545 1.06985 2.12810 -0.140 -0.598 0.923 -0.138
H 1.54495 0.28285 5.26940 -0.097 0.026 -0.156 0.149
Se 4.89985 -0.93925 -4.81090 -0.678 -0.076 0.765 1.127
N 5.06535 -0.90445 -3.03690 -0.184 -0.010 0.429 -0.228
C 3.86175 -1.00075 -2.49710 1.005 0.062 -1.293 -0.328
C 3.61025 -1.02665 -1.08990 -1.534 0.042 0.958 -0.075
C 4.61535 -1.07485 -0.13440 -0.002 -0.052 0.584 0.024
C 4.27435 -1.14615 1.20540 -0.101 -0.047 -0.578 0.003
C 2.92385 -1.14515 1.55430 0.293 -0.028 0.377 -0.101
N 1.94855 -1.05085 0.67810 -0.441 0.301 -1.366 0.032
C 2.24515 -1.01835 -0.65410 2.713 0.112 1.833 -0.130
C 1.18335 -1.05655 -1.57200 -2.137 -0.339 -2.251 -0.135
N -0.10505 -1.03465 -1.08620 1.453 0.110 -0.447 -0.033
C -1.09195 -1.30085 -1.93160 -0.496 -0.136 -0.233 -0.176
C -0.91425 -1.54335 -3.28570 1.068 0.039 -0.255 -0.024
C 0.36435 -1.45285 -3.82480 -0.973 -0.130 0.166 0.015
C 1.42645 -1.20455 -2.97730 -0.549 -0.020 1.813 -0.099
C 2.77935 -1.10945 -3.43220 1.049 0.076 -1.083 -0.342
N 3.12515 -1.10175 -4.70750 -0.337 0.007 0.186 -0.228
H 5.64345 -1.08465 -0.46150 0.109 0.054 0.000 0.121
H 5.02265 -1.20675 1.97890 0.056 0.007 0.040 0.116
H 2.64545 -1.22935 2.59830 -0.138 0.106 -0.060 0.120
H -2.09875 -1.32885 -1.52590 0.214 0.151 0.193 0.041
H -1.76505 -1.77415 -3.90410 -0.133 0.022 -0.042 0.117
H 0.55085 -1.58925 -4.87810 0.015 0.011 -0.131 0.124
S -2.62685 -0.63265 0.70560 0.239 -0.211 0.418 0.635
C -3.36935 0.95435 0.77700 0.573 0.076 -0.411 -0.652
C -4.74205 0.98895 1.03240 0.122 0.061 -0.035 -0.130
C -5.40105 2.19655 1.13840 0.127 0.021 -0.093 -0.087
C -4.69815 3.38385 0.98980 -0.030 0.133 -0.045 -0.094
C -3.34745 3.35495 0.67940 0.148 0.177 -0.063 -0.105
C -2.66815 2.14745 0.54460 -0.146 -0.024 0.093 -0.389
As -0.75015 2.07145 0.15610 -1.157 -0.993 0.099 1.376
C -0.59325 2.07795 -1.78170 0.149 -0.144 0.065 -0.384
C -1.64685 1.89705 -2.66710 -0.172 0.121 0.188 -0.091
C -1.39235 1.74705 -4.02260 -0.034 0.066 -0.117 -0.089
C -0.09155 1.77715 -4.49580 0.015 0.029 -0.075 -0.091
C 0.96495 1.95235 -3.61410 0.035 0.060 -0.067 -0.086
C 0.71725 2.09925 -2.26280 -0.102 0.059 0.210 -0.130
C -0.24325 3.92375 0.56740 0.367 -0.210 0.243 -0.365
C 0.02875 4.84855 -0.43560 -0.223 -0.478 -0.198 -0.099
C 0.48185 6.11665 -0.11040 0.034 0.090 0.054 -0.081
C 0.68705 6.46465 1.21410 -0.027 0.021 -0.072 -0.082
C 0.39455 5.55755 2.22070 -0.060 -0.007 0.001 -0.072
C -0.07365 4.29615 1.89950 -0.148 -0.336 0.028 -0.120
H -5.26805 0.05545 1.16080 -0.059 -0.090 0.078 0.096
H -6.46255 2.21185 1.33510 -0.089 0.018 0.093 0.103
H -5.20585 4.32865 1.11560 -0.005 0.095 -0.051 0.098
H -2.80525 4.28585 0.53950 -0.096 -0.053 0.041 0.098
H -2.66735 1.88385 -2.29970 0.013 -0.058 0.033 0.110
H -2.21075 1.58945 -4.71320 -0.050 0.059 0.005 0.107
H 0.10675 1.65965 -5.55210 -0.009 -0.028 -0.068 0.107
H 1.98095 1.94475 -3.98070 0.118 0.082 -0.052 0.106
H 1.52705 2.23585 -1.55130 0.097 -0.048 -0.070 0.105
H -0.11615 4.57075 -1.47460 0.064 0.102 0.070 0.096
H 0.68715 6.82945 -0.89600 0.027 0.029 -0.065 0.102
H 1.07835 7.44095 1.46090 -0.008 0.073 0.026 0.102
H 0.54845 5.83315 3.25370 -0.006 -0.043 0.076 0.107
H -0.29625 3.57845 2.68420 0.103 0.074 -0.001 0.106
C -0.94525 -5.20685 -1.61620 0.035 -0.038 -0.005 -0.136
C -0.04785 -4.80055 -0.46720 -0.504 0.281 0.251 -0.358
S -0.96695 -3.71545 0.71670 -0.690 -1.745 -0.491 0.893
O 0.13085 -2.99975 1.41540 0.844 1.995 0.277 -0.586
C -1.55065 -4.96755 1.93910 0.132 0.467 -0.299 -0.355
C -0.42315 -5.54105 2.76360 0.164 0.152 -0.093 -0.128
H -0.37895 -5.76245 -2.36040 0.012 -0.083 -0.052 0.079
H -1.36245 -4.32655 -2.09890 -0.109 0.047 -0.080 0.054
H -1.76105 -5.83685 -1.27040 -0.132 -0.066 -0.043 0.072
H 0.77285 -4.16755 -0.80680 -0.004 0.065 0.102 0.081
H 0.36045 -5.65775 0.06050 0.090 0.008 0.117 0.079
H -2.10395 -5.71645 1.38140 -0.163 -0.108 -0.156 0.084
H -2.23425 -4.40715 2.57430 -0.091 0.116 -0.066 0.079
H 0.21615 -6.19855 2.18040 0.093 -0.103 -0.006 0.064
H -0.82715 -6.10295 3.59950 -0.074 -0.085 0.079 0.082
H 0.17795 -4.72785 3.16260 0.068 0.014 0.087 0.070
```
Positions in Å, forces in eV/Å.

Values from the calculation:
LUMO energy (spin up / spin down) in eV: -1.584 / -1.594
2S+1: 2
Calculated total energy in eV: -209688.801
<S²>: 0.761

***

# C36H31BaN11O3S

C36H31BaN11O3S as an isolated structure (ωB97M-V/def2-TZVPD, the OMol25 dataset).

XYZ file:
```
83
Properties=species:S:1:pos:R:3:forces:R:3:lowdin_charge:R:1
Ba 0.50898 -1.12782 -0.06952 -0.220 -0.893 0.624 1.604
O -2.07896 -1.74063 4.60437 -0.529 -0.328 0.306 -0.059
C -1.51398 -2.03890 3.53491 1.736 1.047 -0.376 -0.504
N -0.23611 -1.82399 3.17679 -1.666 -1.127 -1.683 0.069
C 0.72851 -1.49120 4.05709 1.014 0.630 2.093 -0.242
C 0.53185 -1.64045 5.50073 0.236 0.600 -1.766 -0.037
C 1.45870 -1.18353 6.40703 1.090 0.015 -0.256 -0.153
C 2.65998 -0.57133 5.95207 -0.721 -0.739 -0.365 -0.149
C 2.95574 -0.55953 4.59761 -1.433 0.286 -0.701 -0.037
C 1.99903 -1.01287 3.58585 0.937 0.211 2.568 -0.236
N 2.39060 -1.09984 2.27174 1.038 0.231 -1.817 0.007
C 3.56594 -0.54485 1.84745 -3.040 -0.667 0.201 -0.516
O 4.24772 0.34084 2.36572 0.981 0.439 0.005 -0.039
C 4.02796 -1.07618 0.50207 0.357 0.007 0.904 -0.207
C 5.39502 -0.87955 0.27700 -0.208 -0.186 -0.178 -0.029
C 5.97138 -1.41561 -0.83646 -0.808 -1.003 -1.482 -0.072
C 5.14454 -2.16664 -1.74356 -0.086 0.993 1.252 -0.056
C 3.77049 -2.19525 -1.46545 0.540 -0.562 -0.172 -0.148
N 3.22379 -1.72725 -0.32946 0.582 0.365 -0.590 -0.024
C -2.41211 -2.55439 2.43323 -1.267 -0.948 0.387 -0.189
C -3.78686 -2.71775 2.78420 0.617 0.424 -1.610 -0.003
C -4.69416 -3.04531 1.76851 1.022 0.278 -0.162 -0.072
C -4.22181 -3.21765 0.44988 0.941 0.130 0.399 -0.074
C -2.83802 -3.09383 0.23871 -0.624 -0.182 0.672 -0.188
N -1.96085 -2.86519 1.21534 0.238 1.081 -0.022 0.054
H -0.45001 -2.01520 5.76162 0.367 -0.079 0.344 0.075
H 1.35576 -1.38456 7.46830 -0.313 0.271 0.081 0.069
H 3.33928 -0.11812 6.65957 0.196 -0.076 0.135 0.065
H 3.83615 -0.06220 4.19007 -0.261 -0.343 0.564 0.072
H 5.94749 -0.35911 1.03951 0.033 0.267 -0.033 0.106
H 7.01522 -1.22709 -1.05085 0.131 -0.305 -0.002 0.090
H 5.54916 -2.71324 -2.58832 -0.066 0.332 -0.067 0.084
H 3.05682 -2.65080 -2.15982 0.296 0.039 0.180 0.084
H -4.07079 -2.40953 3.77735 -0.093 -0.204 0.081 0.096
H -5.74485 -3.04782 1.99775 -0.320 -0.212 -0.075 0.087
H -4.83852 -3.41372 -0.41770 -0.283 0.087 0.213 0.088
H -2.37043 -3.09631 -0.73749 -0.397 -0.400 -0.317 0.073
O 1.14734 0.17286 -2.11859 1.308 0.630 -1.188 -0.391
C 1.62975 0.34902 -3.31511 -0.967 0.225 0.578 -0.384
C 2.28176 1.56061 -3.77083 1.017 0.644 -0.195 -0.019
C 2.61408 1.82479 -5.11470 -0.581 -1.496 0.911 -0.110
C 2.27840 0.83937 -6.06155 0.309 1.071 -0.203 -0.160
C 1.65978 -0.30899 -5.65912 -0.201 -1.527 0.872 -0.093
C 1.36788 -0.63461 -4.32013 0.391 1.375 0.327 -0.118
C 0.56433 -1.79428 -3.93838 -2.061 -1.451 -0.289 -0.258
N 0.63043 -2.72993 -2.96557 0.492 0.706 -1.396 0.056
C -0.35707 -3.66839 -3.23768 0.131 1.452 -0.607 -0.165
C -1.12395 -3.25346 -4.29716 -0.163 0.111 -0.193 -0.116
N -0.56128 -2.06676 -4.73463 1.062 -0.444 0.850 0.094
H 2.63844 2.28870 -3.02352 -0.554 -0.432 -0.167 0.096
H 3.16244 2.70019 -5.46866 -0.244 -0.054 0.507 0.088
H 2.51510 1.00411 -7.10506 -0.022 -0.113 -0.061 0.078
H 1.47313 -1.09858 -6.36366 -0.180 -0.148 -0.555 0.094
H -0.37942 -4.57806 -2.68517 -0.339 -0.321 0.364 0.084
H -2.03436 -3.64676 -4.76149 0.599 0.103 0.308 0.102
H -0.88844 -1.46345 -5.47954 0.090 -0.230 0.319 0.150
C -1.09496 4.50777 -0.98117 0.306 -0.574 -0.457 -0.072
N -0.31828 3.83717 0.06697 -1.448 0.141 0.729 -0.244
C 1.08588 4.23162 0.17138 0.084 -0.038 -0.131 -0.084
C -0.91240 2.89406 0.90313 1.005 -0.638 0.597 -0.667
S -0.00732 1.45581 1.28466 -1.206 2.427 0.289 0.538
N -2.12693 3.22688 1.49704 1.607 0.294 -0.803 -0.196
C -2.33450 4.62255 1.89695 -0.422 -0.122 -0.019 -0.057
C -2.80171 2.25531 2.33323 -0.226 -0.380 0.172 -0.087
H -0.74268 4.14713 -1.97716 0.012 0.400 0.566 0.100
H -1.00960 5.60100 -0.93177 0.045 -0.138 0.041 0.075
H -2.14799 4.23100 -0.96288 0.045 -0.056 0.376 0.083
H 1.07377 5.33131 -0.08868 0.450 -1.092 0.253 0.088
H 1.72662 3.64602 -0.52779 -0.322 0.530 0.365 0.086
H 1.48136 4.07673 1.20691 -0.479 0.099 -0.894 0.090
H -1.39346 5.05588 2.21458 0.247 0.311 -0.282 0.089
H -2.96254 4.62333 2.78359 -0.124 -0.172 0.077 0.077
H -2.86904 5.25807 1.17454 0.435 -0.269 -0.106 0.082
H -2.38711 1.28429 2.06636 -0.175 -0.056 0.383 0.037
H -3.86840 2.25921 2.08524 0.078 0.023 0.212 0.075
H -2.64660 2.46874 3.42378 -0.008 -0.272 -0.916 0.110
N -2.06125 -0.32826 -1.24710 -1.173 -0.142 -0.080 0.075
C -3.18930 -0.04418 -1.34368 1.524 0.310 0.408 -0.221
C -4.48564 0.46437 -1.43805 -0.104 -0.388 -0.940 -0.316
C -5.08615 0.63313 -2.70431 -0.859 0.357 -1.299 -0.276
N -5.67042 0.82642 -3.69901 0.835 -0.322 1.079 0.079
C -5.29535 0.78000 -0.35360 -1.663 0.834 2.359 -0.276
N -6.03699 1.10468 0.50153 1.435 -0.648 -1.492 0.093
```
Positions in Å, forces in eV/Å.

Values from the calculation:
LUMO energy in eV: 3.919
Calculated total energy in eV: -71900.883
Total charge: -2
Energy above the lowest of the compared OMol25 structures with the same formula, charge and spin in eV: 0.000

***

# C36H31BrF4IrO4PS2

C36H31BrF4IrO4PS2 as an isolated structure (ωB97M-V/def2-TZVPD, the OMol25 dataset).

XYZ file:
```
80
Properties=species:S:1:pos:R:3:forces:R:3:lowdin_charge:R:1
Ir 0.11380 0.51034 0.12029 -0.011 0.262 -0.094 0.981
F 3.64996 -0.47432 6.01774 0.000 -0.004 0.003 0.191
C 3.38038 -0.32395 4.74220 0.001 0.001 -0.001 -0.112
C 4.41080 -0.25370 3.81362 0.002 -0.002 0.007 -0.113
F 5.66018 -0.34154 4.21533 0.002 -0.002 -0.001 0.183
C 4.11712 -0.09130 2.46669 0.002 0.004 -0.002 -0.193
F 5.12113 -0.03881 1.60317 0.003 0.007 -0.003 0.147
C 2.80833 0.00851 2.01653 -0.126 -0.020 0.017 -0.281
P 2.39171 0.28744 0.27129 0.134 0.043 0.017 0.984
C 3.36364 1.73344 -0.20125 -0.037 0.031 -0.005 -0.331
C 3.00155 2.96771 0.34438 0.053 -0.034 0.108 -0.120
C 3.73202 4.10426 0.04315 0.001 -0.002 0.001 -0.055
C 4.82776 4.01699 -0.80670 0.003 -0.003 -0.005 -0.041
C 5.21088 2.78832 -1.32404 -0.002 0.006 0.000 -0.040
C 4.49030 1.64346 -1.01741 -0.026 -0.007 -0.022 -0.066
C 2.98710 -1.13816 -0.63968 0.061 0.015 0.014 -0.360
C 3.10245 -1.05266 -2.02695 -0.116 -0.019 -0.033 -0.098
C 3.50966 -2.15853 -2.75481 -0.009 0.004 0.002 -0.047
C 3.79439 -3.35127 -2.10311 0.000 -0.001 0.003 -0.040
C 3.65664 -3.44492 -0.72520 -0.014 -0.007 -0.008 -0.047
C 3.24620 -2.34290 0.00747 0.064 0.036 0.004 -0.074
C 1.81163 -0.07059 2.97131 -0.018 0.013 -0.048 -0.460
Br -0.02535 0.01549 2.44224 -0.093 -0.060 -0.068 1.118
C 2.06105 -0.23494 4.31486 0.006 -0.011 -0.018 -0.237
F 1.06560 -0.30822 5.18650 0.000 0.004 0.005 0.124
H 2.17478 3.02749 1.04085 0.006 0.014 -0.008 0.083
H 3.45848 5.05430 0.48307 -0.007 0.000 -0.005 0.117
H 5.39769 4.90458 -1.04688 0.004 0.000 0.007 0.119
H 6.08394 2.71493 -1.95812 0.001 -0.002 0.002 0.120
H 4.82309 0.68806 -1.39645 -0.006 0.003 -0.016 0.107
H 2.87299 -0.12671 -2.54344 0.032 0.007 0.007 0.103
H 3.61070 -2.08933 -3.82948 0.003 -0.001 -0.001 0.117
H 4.12567 -4.21015 -2.67108 -0.011 -0.003 -0.002 0.120
H 3.86931 -4.37768 -0.22061 0.011 0.004 0.005 0.120
H 3.13248 -2.42900 1.08097 0.013 -0.002 0.005 0.115
O -1.87313 0.79214 -0.43716 -0.041 -0.126 -0.058 -0.692
S -3.16454 0.51919 0.36874 0.065 0.088 0.068 1.075
C -3.69150 2.19860 0.78172 0.057 -0.006 0.012 -0.301
C -3.97904 3.16765 -0.35534 -0.005 0.029 -0.024 -0.197
C -2.75711 3.53113 -1.20655 0.050 -0.049 0.047 -0.200
C -1.75620 4.41110 -0.44968 0.034 -0.060 -0.028 -0.286
S -0.04136 3.84587 -0.33209 -0.086 -0.002 -0.006 1.078
O -0.07599 2.56836 0.52106 0.096 0.031 0.066 -0.697
C 0.27701 3.40692 -2.02264 0.041 0.019 0.034 -0.382
C 0.31874 2.10753 -2.49357 0.147 0.021 -0.008 -0.092
C 0.59057 1.84580 -3.82521 0.007 -0.039 -0.005 -0.039
C 0.81396 2.90544 -4.69368 -0.002 0.008 0.002 -0.033
C 0.78358 4.21165 -4.22442 -0.006 -0.007 0.010 -0.031
C 0.52534 4.46738 -2.88636 0.004 -0.004 -0.020 -0.058
C -4.34833 0.07297 -0.87066 -0.020 0.049 0.046 -0.391
C -3.94118 -0.15970 -2.17186 -0.007 -0.002 -0.002 -0.061
C -4.90558 -0.48072 -3.11725 -0.006 -0.017 -0.012 -0.047
C -6.24166 -0.56439 -2.75365 0.007 0.000 -0.005 -0.046
C -6.62738 -0.34749 -1.43646 0.005 0.003 0.011 -0.046
C -5.67723 -0.03112 -0.47953 -0.007 -0.069 0.007 -0.071
H -2.85806 2.54486 1.40246 -0.048 -0.011 0.072 0.089
H -4.55110 2.07109 1.44340 -0.027 0.019 -0.036 0.105
H -4.38619 4.07094 0.10805 -0.044 0.015 -0.076 0.130
H -4.76628 2.77430 -1.00037 0.023 -0.058 0.028 0.120
H -3.08443 4.05063 -2.10628 -0.019 0.081 0.050 0.130
H -2.27010 2.61790 -1.53911 -0.052 0.039 -0.081 0.079
H -2.01621 4.55855 0.60227 -0.023 0.027 -0.007 0.102
H -1.65534 5.40863 -0.88454 0.008 0.002 0.007 0.105
H 0.14572 1.24263 -1.84730 -0.173 -0.263 0.048 0.049
H 0.61724 0.82523 -4.18304 0.007 -0.002 0.007 0.123
H 1.02053 2.70954 -5.73688 -0.001 0.002 -0.001 0.124
H 0.97288 5.03554 -4.89856 -0.001 0.000 -0.001 0.125
H 0.52734 5.48684 -2.51818 0.003 -0.001 0.003 0.125
H -2.89432 -0.10526 -2.43391 0.005 0.028 -0.006 0.109
H -4.60925 -0.67310 -4.13945 -0.005 0.008 -0.003 0.116
H -6.98780 -0.80993 -3.49696 0.004 -0.013 0.001 0.118
H -7.66696 -0.43282 -1.15185 -0.001 0.002 -0.002 0.120
H -5.97223 0.11201 0.55346 -0.002 0.024 -0.006 0.121
C -0.47089 -3.69040 -0.41088 0.007 0.000 -0.075 0.034
C -0.83509 -2.25697 -0.14424 -0.098 0.046 -0.013 -0.634
O -1.95376 -1.90058 0.16348 0.117 0.034 0.167 0.000
O 0.19896 -1.43572 -0.29667 0.068 -0.121 -0.064 -0.286
H -1.21086 -4.33844 0.04905 0.000 -0.012 -0.007 0.096
H 0.52907 -3.91716 -0.04656 -0.010 0.014 -0.003 0.078
H -0.47962 -3.85947 -1.48896 0.007 -0.003 -0.004 0.101
```
Positions in Å, forces in eV/Å.

Values from the calculation:
LUMO energy in eV: -7.528
Calculated total energy in eV: -160720.447
Total charge: +2
Energy above the lowest of the compared OMol25 structures with the same formula, charge and spin in eV: 1.851

***

In Eh/bohr, the max |F| values for the records above are, in order, 0.0637; 0.0607; 0.0062.